1.
Molecular formula: C32H48ClF8N3O5Si2
Method: DFT, wB97M-V/def2-TZVPD

The geometry in XYZ format:
```
99
Properties=species:S:1:pos:R:3:forces:R:3:lowdin_charge:R:1
Cl -3.18495 -3.69095 -1.43351 -0.16 0.17 -0.08 0.44
Si -5.60870 -2.55379 0.90129 -0.82 -0.44 1.47 0.35
Si -3.58469 -1.69583 -0.98281 0.73 0.78 0.54 0.17
F 4.48295 0.57745 -0.50538 0.03 0.32 0.09 0.09
F 2.65629 3.36945 -2.25162 0.31 -0.26 0.21 0.12
F 2.62213 1.96873 0.91857 0.05 -0.16 -0.20 0.14
F 3.17717 4.10478 -0.25906 0.10 -0.14 -0.11 0.09
F 2.01578 -0.58886 0.89762 0.23 0.17 0.06 0.15
F 3.13922 0.48176 -2.22728 0.11 0.16 0.26 0.17
F 1.21904 1.89302 -0.78905 0.34 -0.22 0.40 0.18
F 3.60107 -1.66947 -0.15797 0.13 0.06 0.08 0.12
O -6.49926 -1.64641 1.97935 0.42 0.16 -0.46 -0.16
O -4.25012 -1.64198 0.52480 -0.44 -0.57 -1.07 -0.24
O -6.44677 -1.68024 -3.73125 -0.13 0.75 0.36 -0.07
O -6.59357 -0.01851 -5.29638 -0.36 -0.84 2.23 0.09
O 0.41457 -0.70294 -1.32242 0.06 -0.17 0.46 -0.12
N -8.70513 -7.66568 1.27710 0.00 0.03 -0.06 -0.01
N 12.17866 5.69236 -2.02111 0.10 0.11 0.04 -0.07
N 7.40783 1.89734 1.41249 0.02 -0.11 0.10 -0.06
C 10.42612 4.10824 -2.09236 -0.15 -0.08 -0.02 0.06
C -6.67247 -0.27666 1.61486 0.25 0.14 -0.21 -0.27
C -7.37499 1.42273 4.11003 0.71 -0.61 -0.02 -0.10
C 9.65446 2.52352 1.03293 0.13 0.08 0.00 0.06
C -5.23711 -4.16225 1.75043 -0.54 0.09 0.29 -0.20
C 7.00085 2.69763 0.41436 0.06 0.04 -0.01 0.03
C -1.92710 -0.79728 -0.82442 -0.48 -0.37 0.10 -0.21
C 10.26137 4.20607 -0.71265 0.18 0.07 -0.09 -0.12
C 3.25687 3.03442 -1.09651 -0.63 0.41 0.34 -0.29
C -0.78926 -1.43943 -1.57100 -0.26 0.60 -0.42 -0.27
C -5.02131 -1.69391 -3.52761 -0.06 0.20 -0.35 -0.23
C 13.23416 6.45363 -2.73708 -0.07 -0.06 -0.03 0.06
C 9.26090 3.37713 0.00795 -0.16 -0.08 0.14 -0.13
C -6.89987 -0.48324 -4.20979 0.48 0.47 -2.17 -0.31
C -5.72784 0.65342 2.33236 -0.02 0.35 0.63 -0.21
C 12.02771 5.82546 -0.69534 -0.05 -0.05 0.02 0.03
C 3.16119 0.51960 -0.87793 -0.38 -0.67 0.04 -0.33
C -6.00105 0.77825 3.83801 -0.22 0.32 -0.75 -0.24
C -4.59332 -0.83695 -2.31262 -0.35 -0.81 -0.41 -0.19
C -6.89087 -6.11432 1.89104 -0.48 0.18 0.41 -0.22
C 6.39078 1.14037 2.18644 -0.06 0.03 -0.08 0.07
C 8.70860 1.79330 1.71830 0.03 0.05 -0.04 0.03
C -6.69832 -2.87119 -0.58010 0.18 -0.03 0.46 -0.18
C 11.07820 5.09278 -0.01834 -0.05 -0.08 0.12 0.06
C 7.90528 3.44381 -0.30343 0.03 0.09 -0.16 0.07
C -8.37924 -6.40618 1.95445 -0.16 -0.44 0.20 -0.30
C -7.91364 -2.33416 -0.71522 0.36 -0.16 -0.29 -0.01
C 1.55369 -1.48935 -1.21405 -0.11 -0.07 -0.51 -0.12
C 2.56182 -0.80709 -0.31658 -0.23 -0.35 -0.30 -0.41
C 2.50379 1.83033 -0.42010 0.07 0.90 -0.63 -0.38
C -6.58083 -4.68743 2.33913 0.22 -0.21 -0.79 -0.25
C 11.39207 4.85817 -2.72010 -0.04 -0.04 0.01 0.03
H -5.22479 1.41871 4.24226 0.22 -0.03 0.25 0.10
H -8.94461 -5.60477 1.48706 0.00 0.17 -0.17 0.11
H -7.40065 -4.07581 1.96902 -0.21 0.25 0.20 0.08
H -8.71821 -8.43082 1.93434 0.14 -0.15 0.07 0.06
H -8.48173 -1.96570 0.12499 0.21 0.66 0.11 0.06
H 1.37856 -2.46604 -0.76464 -0.20 -0.09 0.29 0.15
H -5.50326 -0.44616 -1.86796 -0.11 0.03 0.33 0.08
H -7.59044 0.02197 -3.52295 -0.18 -0.16 -0.07 0.15
H -7.67474 2.00302 3.24536 -0.19 0.26 -0.08 0.07
H -4.68374 0.39413 2.18170 0.09 -0.34 -0.22 0.10
H -4.75428 -2.73703 -3.44800 0.01 -0.20 0.08 0.08
H -0.99101 -1.37627 -2.64109 0.03 -0.16 -0.21 0.13
H -8.69290 -6.44130 3.00048 -0.09 0.20 0.15 0.11
H -7.69616 0.03218 1.80564 -0.27 -0.17 0.18 0.12
H 5.93973 2.73112 0.21653 -0.03 -0.05 0.09 0.13
H -6.39873 -6.80959 2.56548 0.38 -0.30 -0.18 0.11
H -6.58154 -6.29960 0.86703 0.24 0.00 -0.13 0.11
H -8.36255 -2.24822 -1.69569 -0.46 -0.60 -0.01 0.06
H 6.88618 0.51638 2.92171 0.06 0.01 -0.01 0.11
H -9.63494 -7.63020 0.89013 -0.15 0.04 -0.10 0.06
H -1.70903 -0.69816 0.23540 0.15 -0.17 0.21 0.09
H -4.49414 -4.09280 2.53778 0.31 0.05 -0.04 0.08
H -4.57508 -1.28579 -4.42729 0.24 -0.10 -0.20 0.12
H -8.11126 0.64746 4.28005 -0.34 0.03 0.11 0.07
H 4.31262 2.82553 -1.25978 0.04 -0.09 -0.26 0.14
H -5.91298 -0.21291 4.26939 0.00 -0.08 0.34 0.10
H 1.98375 -1.68748 -2.19646 0.34 0.03 -0.09 0.15
H -5.85775 1.64298 1.89254 -0.03 0.18 -0.13 0.11
H 11.56312 4.80166 -3.78582 0.05 0.03 -0.01 0.16
H -2.09553 0.21244 -1.18852 0.06 0.23 -0.14 0.08
H -6.52649 -0.14025 0.54094 0.00 -0.07 -0.21 0.10
H 8.97600 1.12305 2.52168 -0.06 -0.02 0.02 0.16
H 9.82161 3.43582 -2.68523 0.00 -0.01 -0.02 0.15
H 5.82300 0.52335 1.49488 -0.05 0.01 0.03 0.10
H 12.76543 7.03960 -3.52289 0.03 0.01 -0.02 0.12
H 7.53949 4.09134 -1.08855 -0.02 0.01 0.00 0.15
H -4.04785 0.02001 -2.69286 0.26 0.20 0.13 0.08
H 13.94137 5.74318 -3.15711 0.02 0.03 -0.03 0.12
H 12.68091 6.52089 -0.18936 0.04 0.02 -0.05 0.16
H 10.69504 2.41403 1.30519 0.00 -0.01 0.02 0.15
H -7.30825 2.07316 4.97208 -0.25 0.10 0.21 0.07
H -4.92539 -4.90085 1.01964 0.45 0.00 -0.18 0.06
H -0.68363 -2.49219 -1.32982 0.23 -0.13 0.27 0.09
H 5.74428 1.85883 2.68437 -0.06 -0.04 0.00 0.12
H -6.33169 -3.53995 -1.35135 0.23 0.53 -0.63 0.06
H -6.57169 -4.63437 3.41890 -0.09 0.21 0.26 0.11
H 10.98167 5.22615 1.05023 0.02 0.01 0.01 0.15
H 13.74019 7.10965 -2.03790 -0.02 0.00 0.03 0.11
```
Forces are in eV/Å.

- frontier orbital gap (eV) = 3.05
- net charge = +2
- lowest unoccupied orbital energy (Ha) = -0.285

2.
Molecular formula: C28H45N2O3OsP3
Method: DFT, wB97M-V/def2-TZVPD

The geometry in XYZ format:
```
82
Properties=species:S:1:pos:R:3:forces:R:3:lowdin_charge:R:1
Os -0.00699 0.44052 -1.10073 0.37 -0.96 -0.31 0.93
P -1.40425 -1.61050 -1.43320 -0.53 -0.90 -0.06 0.80
P -0.29913 2.66254 -1.84572 -1.32 1.68 -0.48 0.74
P 2.32383 -0.37605 -1.33570 1.52 -0.72 -0.21 0.75
O 0.06981 -1.86423 1.75087 1.11 0.87 1.77 0.11
O -2.60224 1.03906 0.39567 2.95 -0.84 -1.92 0.10
O 1.04904 1.44890 1.55590 -1.12 -0.88 -2.92 0.10
N -0.00272 -0.52284 3.64663 -1.45 0.25 -0.43 0.07
N 0.66664 -0.47975 4.81153 0.09 -0.11 -0.15 0.03
C -0.51418 3.77717 -0.40500 0.18 -0.34 0.15 -0.22
C -2.86559 -1.56937 -2.56239 0.09 0.18 -0.37 -0.19
C 0.11797 0.21874 5.95449 0.08 0.38 0.78 0.10
C 2.92937 -1.97526 -2.02250 -0.06 -0.02 -0.51 -0.21
C -3.97474 0.70579 3.82248 -1.32 0.45 0.11 0.11
C 1.74120 -1.28195 4.74196 0.42 -0.03 1.12 -0.18
C 3.15254 -0.67413 0.28690 -0.44 0.34 0.25 -0.25
C -0.30870 -3.03682 -1.72582 -0.12 0.01 -0.28 -0.22
C -1.64554 1.24159 3.52347 -1.03 1.45 0.26 0.04
C 1.79935 -0.26980 -4.59300 -0.12 -0.06 -0.16 -0.11
C 0.68949 1.04930 0.50921 1.45 0.89 4.47 -0.43
C -1.64581 0.79171 -0.24727 -3.94 1.22 2.08 -0.48
C 1.24664 1.00222 -4.72872 -0.18 -0.19 -0.13 -0.10
C 0.95040 3.62212 -2.74987 0.27 -0.05 -0.39 -0.19
C 1.80083 -1.84506 3.48864 -0.03 -0.46 -0.40 0.20
C -0.97034 0.04433 -4.63025 0.03 0.01 -0.02 -0.10
C -1.36377 -0.12146 3.61954 0.74 -0.06 -0.18 -0.14
C -2.35582 -2.17074 0.02965 0.44 0.21 0.38 -0.23
C 2.59285 -1.52895 5.91806 0.89 -0.15 0.14 0.04
C -2.96677 1.65580 3.62181 1.97 1.15 -0.37 0.05
C 3.35523 0.99122 -2.00461 0.03 -0.03 -0.24 -0.22
C 0.97431 -1.38955 -4.52226 -0.05 0.14 -0.12 -0.10
C -1.94998 2.82414 -2.62905 0.15 0.07 -0.31 -0.21
C -3.67896 -0.66281 3.86055 1.32 -1.87 -0.23 0.07
C 0.58904 -1.48188 2.80867 -0.63 -0.74 -1.79 -0.33
C -0.40842 -1.23000 -4.55111 0.18 0.00 0.00 -0.12
C -2.35922 -1.08220 3.71270 -1.92 -0.87 -0.11 0.07
C -0.14032 1.15524 -4.75924 0.32 -0.01 -0.07 -0.12
H -2.05292 0.18020 -4.60621 0.28 -0.09 -0.26 0.11
H -3.21377 2.71689 3.51656 0.02 -0.40 0.13 0.16
H -1.67581 -2.49461 0.82014 -0.32 -0.03 -0.25 0.02
H 1.39524 -2.39341 -4.44462 -0.06 0.29 -0.23 0.12
H 2.97654 0.13164 1.00180 0.22 -0.10 -0.05 0.03
H 3.03517 -1.96304 -3.11128 0.00 -0.05 0.40 0.04
H 2.07458 -2.09071 6.71737 0.07 0.39 -0.32 0.14
H 4.40962 0.67633 -2.04052 -0.30 0.07 0.08 0.09
H 2.74217 -1.60570 0.69026 0.12 0.06 -0.04 0.04
H 2.56218 -2.49586 3.08848 0.02 -0.06 0.11 0.16
H -4.46529 -1.40388 3.97781 0.04 0.16 0.08 0.16
H 0.27515 -2.89430 -2.64259 -0.25 -0.10 0.37 0.02
H 3.90892 -2.19060 -1.57033 -0.30 0.19 -0.20 0.08
H 0.36750 -3.13049 -0.86377 -0.32 -0.01 -0.18 0.05
H -0.85756 -0.20020 6.24168 0.34 -0.15 -0.04 0.14
H -2.10583 -2.14014 3.68048 -0.10 0.16 0.17 0.16
H 2.24547 -2.78439 -1.74206 0.26 0.26 -0.08 0.03
H -0.03189 1.28243 5.73549 0.26 -0.18 -0.05 0.13
H -3.38012 -0.60051 -2.45923 0.18 -0.27 0.02 0.07
H -2.73044 2.61623 -1.88554 0.24 0.11 -0.10 0.06
H 1.90696 1.86362 -4.82592 -0.18 -0.21 -0.15 0.12
H -0.94726 4.72343 -0.75259 0.14 -0.20 0.07 0.08
H 0.92028 3.42938 -3.82318 0.00 0.06 0.23 0.04
H -2.98094 -1.35884 0.40586 -0.08 -0.16 -0.06 0.04
H -1.17641 3.33526 0.34918 0.11 0.19 -0.14 0.04
H 3.01309 -0.58497 6.30001 -0.13 -0.37 0.08 0.13
H 4.23281 -0.79432 0.12881 -0.34 0.07 -0.01 0.08
H 2.87990 -0.37980 -4.57424 -0.12 -0.03 -0.15 0.12
H 3.26918 1.87519 -1.35801 0.07 -0.28 -0.02 0.05
H -0.92221 -3.94427 -1.81505 0.13 0.17 0.05 0.09
H 3.42652 -2.15770 5.58287 -0.09 0.18 0.25 0.12
H 0.84170 0.10580 6.76750 -0.34 0.11 -0.09 0.12
H 0.47013 3.96864 0.03963 -0.23 0.09 0.01 0.07
H -1.03453 -2.11800 -4.52969 0.15 0.15 -0.14 0.11
H -0.57392 2.13967 -4.91624 0.09 -0.17 -0.05 0.11
H -3.00103 -2.99572 -0.28815 0.20 0.10 0.07 0.08
H -5.01572 1.03002 3.91755 0.29 -0.06 0.00 0.17
H -2.08849 3.84534 -3.00643 0.03 -0.17 0.07 0.09
H 3.02932 1.26932 -3.01424 0.15 -0.12 0.44 0.02
H -0.80891 1.92268 3.36782 -0.36 0.04 0.06 0.14
H 0.78253 4.69510 -2.57987 -0.14 -0.30 0.04 0.09
H -2.62611 -1.71990 -3.62053 -0.14 0.08 0.52 0.03
H -3.56037 -2.35845 -2.23649 0.31 0.24 -0.12 0.07
H -2.05160 2.11703 -3.45635 -0.08 0.24 0.26 0.02
H 1.95111 3.37859 -2.37845 -0.19 0.06 -0.07 0.04
```
Forces are in eV/Å.

- relative energy (zero: lowest compared OMol25 entry of this formula, charge and spin) (kcal/mol) = 0.0
- frontier orbital gap (spin up / spin down) (eV) = 6.31 / 2.65
- net charge = +4
- multiplicity = 5
- lowest unoccupied orbital energy (spin up / spin down) (Ha) = -0.436 / -0.596
- <S²> = 6.062

3.
Molecular formula: C2H5FN2
Method: DFT, wB97M-V/def2-TZVPD

The geometry in XYZ format:
```
10
Properties=species:S:1:pos:R:3:forces:R:3:nbo_charge:R:1
F 0.14069 0.86440 -1.36760 0.63 0.51 -0.37 -0.37
N 0.31845 -0.90669 1.01052 -1.73 -0.10 -1.72 -0.19
N 0.96678 0.25624 1.22083 1.45 1.11 -0.71 -0.65
C -0.94597 0.31112 -0.73119 -0.69 0.10 0.85 -0.03
C -0.55976 -0.89628 0.04777 0.43 -0.96 1.59 -0.06
H 1.24755 0.79227 0.36415 -0.49 -0.68 1.10 0.37
H -1.72478 0.19073 -1.48780 0.08 -0.39 0.22 0.19
H -1.32049 1.00059 0.05234 0.21 0.26 -0.51 0.18
H 1.77681 0.06863 1.79561 -0.06 0.19 0.03 0.37
H -1.20747 -1.76763 0.06514 0.17 -0.05 -0.47 0.19
```
Forces are in eV/Å.

- relative energy (zero: lowest compared OMol25 entry of this formula, charge and spin) (kcal/mol) = 27.4
- frontier orbital gap (eV) = 10.14
- net charge = 0
- lowest unoccupied orbital energy (Ha) = 0.037

4.
Molecular formula: C12H15NO2S
Method: DFT, wB97M-V/def2-TZVPD

The geometry in XYZ format:
```
31
Properties=species:S:1:pos:R:3:forces:R:3:nbo_charge:R:1
S -4.91641 -0.91170 1.73196 0.19 0.12 -0.21 0.17
O -1.45803 2.00335 -0.11174 -0.01 0.22 -0.20 -0.59
O 4.97363 0.85047 -2.51197 0.00 -0.01 0.02 -0.54
N -0.42721 0.17585 0.78733 0.16 -0.39 0.27 -0.60
C 2.96882 -0.90614 -0.05292 0.08 0.17 -0.17 -0.11
C 0.82084 0.17128 0.16558 0.35 -0.01 -0.21 0.18
C -1.46515 1.05189 0.63106 -0.36 -0.13 0.46 0.69
C 1.20289 1.11787 -0.78330 -0.16 0.14 -0.03 -0.26
C 2.45522 1.04168 -1.35328 0.23 -0.24 0.08 -0.12
C 4.68657 0.03208 -1.66615 0.28 -0.19 0.02 0.58
C 5.66565 -1.03656 -1.24019 0.16 0.18 -0.23 -0.72
C -5.84857 -1.79960 0.45566 0.35 0.26 0.26 -0.73
C 3.36004 0.03693 -1.00368 -0.47 0.26 0.02 -0.22
C -3.51958 -0.33572 0.69622 -0.51 -0.33 0.25 -0.51
C -2.67615 0.66972 1.47104 -0.13 0.08 -0.19 -0.50
C 1.71767 -0.83867 0.52071 -0.17 0.05 0.05 -0.27
H -6.71967 -2.22489 0.94244 -0.09 -0.07 -0.02 0.23
H 1.42472 -1.57569 1.25647 -0.03 -0.07 0.07 0.20
H -3.26763 1.56652 1.65714 0.13 -0.02 0.01 0.25
H -5.23236 -2.59075 0.03721 -0.07 -0.10 -0.08 0.21
H -6.15770 -1.10266 -0.31852 -0.08 -0.05 -0.09 0.22
H 5.25891 -2.02292 -1.45240 -0.03 -0.12 0.05 0.23
H -0.56433 -0.57503 1.45107 -0.06 0.21 -0.11 0.40
H -2.93323 -1.21329 0.41343 0.03 0.09 -0.08 0.20
H 5.86435 -0.96083 -0.17351 0.00 -0.07 0.12 0.23
H -2.37519 0.24324 2.42953 0.04 0.02 0.04 0.21
H 0.51858 1.90106 -1.06211 -0.01 0.01 0.00 0.26
H 2.76340 1.76857 -2.08965 0.01 0.05 -0.05 0.24
H 6.59476 -0.90733 -1.78932 -0.02 0.01 -0.01 0.24
H 3.63524 -1.69994 0.24553 0.08 -0.07 0.02 0.21
H -3.93487 0.12545 -0.20014 0.10 0.01 -0.04 0.22
```
Forces are in eV/Å.

- relative energy (zero: lowest compared OMol25 entry of this formula, charge and spin) (kcal/mol) = 6.2
- frontier orbital gap (eV) = 9.11
- net charge = 0
- lowest unoccupied orbital energy (Ha) = 0.010

no.,M (g/mol),calculated total energy (a.u.)
1,798.4,-3626.333905
2,740.8,-2542.335627
3,76.1,-288.525013
4,237.3,-1069.715054